[1]
# C107H183N17O19

A 18-piece molecular cluster, C107H183N17O19 overall in a non-equilibrium geometry (ωB97M-V/def2-TZVPD, the OMol25 dataset).

Geometry (Å):
H  -1.47791  -1.74209  -5.18586
H  5.71779  2.15121  -1.60213
H  -3.97699  -2.42517  0.00912
C  0.32170  5.13544  1.71413
H  -4.10742  -6.45112  7.82641
H  -6.57164  1.47127  6.89928
O  4.34441  1.34333  -5.18961
H  -0.06765  5.33110  -1.18612
C  1.38930  -0.15461  -0.76820
H  -4.79718  3.93579  -7.58568
C  8.81766  -8.48924  -4.24148
H  2.73100  -1.11126  -4.40370
H  0.03883  -0.24150  -6.90234
O  -1.74540  1.32473  -5.13934
H  -0.40422  2.04059  6.37901
H  -7.27313  1.99378  3.03804
C  -0.93863  -7.29025  4.94633
N  -4.11204  1.92555  -7.47597
H  -4.44472  6.34933  -1.46473
H  -0.10617  5.28086  -12.63415
C  -1.67176  1.86293  -11.96966
C  6.09745  -5.43892  -1.66615
C  0.68299  5.94039  -0.68273
H  -2.48825  3.67241  9.29681
H  -4.75032  5.85129  8.95769
C  4.59494  -3.26912  3.16719
C  -3.58162  -5.21316  5.37207
H  -9.66621  -0.84270  -3.24256
H  -9.43537  -0.57672  -0.71466
H  0.12390  -2.70929  5.32152
H  3.18890  0.26674  6.68753
H  -1.56433  2.56099  1.15477
C  9.79389  -6.30074  -3.96851
H  -6.41913  -2.33633  4.61751
H  -5.65637  4.66821  7.84175
C  -2.56360  -5.73068  6.43112
H  -4.19494  4.33008  1.77141
H  0.95529  -6.08744  6.74484
H  2.96611  6.00705  3.73469
H  -5.84804  -1.30837  -3.07216
H  -5.24095  2.66314  -0.83451
H  -4.50996  -5.77799  5.45717
C  -5.57091  1.75713  -1.34279
H  -1.13853  5.00160  4.31651
C  -2.11122  2.72461  -3.36335
C  0.46849  3.71451  -14.43666
H  3.43816  -0.45469  1.02009
C  -6.39058  -0.30499  5.66577
H  1.47193  2.45085  -3.92829
H  11.62473  -5.95180  -5.10205
H  5.08381  -4.78675  0.55888
N  -1.86506  5.07043  6.30884
C  -6.67080  -1.87381  5.57188
C  -7.25799  0.46934  4.53453
H  2.30239  -0.39117  -1.29423
H  -6.12828  -0.08249  7.72475
C  8.81719  -7.21643  -3.59960
H  -3.16445  6.56810  -2.64456
H  3.18100  -1.81816  5.22078
H  -3.12384  -5.36662  4.39483
H  -4.40796  1.07574  -5.55699
C  -0.28971  -4.88751  5.35060
H  1.13625  1.57907  6.88089
H  -1.30410  -3.13921  4.41210
O  -2.71732  0.38559  -3.30706
C  5.97714  -0.48945  -0.89507
O  -4.95338  -1.43145  2.08337
H  5.37231  -4.64253  -1.58647
C  -5.01639  5.79494  -3.52518
N  -7.47971  0.64617  -2.55669
H  2.37051  -1.53113  1.77377
H  6.31583  0.84114  4.56925
C  -3.20334  5.36482  6.52935
H  1.93741  2.72222  1.91427
C  -7.08638  1.69717  -1.47205
C  -3.48546  3.43556  -9.18246
C  0.56518  0.97916  4.76636
O  0.07338  1.77035  3.91310
H  0.30609  -4.53002  -0.27265
H  7.33648  2.66734  -1.00362
N  -0.14722  -2.65374  -3.85936
C  -4.10722  2.30339  5.49268
C  0.04197  0.11226  -1.17283
N  4.47278  -0.13454  5.11390
H  4.97020  -0.20218  -1.19779
C  -3.25766  -5.76883  7.80459
H  -0.06815  6.13788  1.89083
H  -2.31828  3.58251  -4.00307
C  -1.04713  5.62193  5.20811
H  0.26127  -3.41790  3.75165
H  2.47085  -3.26026  3.45497
C  2.36501  2.68296  -4.50849
C  5.64044  0.01344  4.41060
H  -2.61562  -3.49910  -1.45435
C  -1.36247  4.07323  -11.17261
H  -1.69221  -7.55651  6.98024
C  -8.41425  -0.95730  -0.69114
C  2.44035  -0.49041  1.45736
H  2.52971  4.26739  3.54453
N  10.92073  -7.88463  -5.25164
H  9.57765  2.06637  -2.20470
H  -4.94352  0.97029  -0.92404
C  -2.21108  1.40611  -3.97258
H  -8.22101  -0.18751  1.25743
H  -5.95993  4.57891  1.74039
C  5.83593  -1.09917  3.54453
C  6.74685  0.68202  -0.29594
O  -4.77631  4.95562  -4.36302
H  4.97820  -2.76943  -2.28814
H  -3.54459  3.08852  4.98757
C  6.95430  -5.71601  -2.71778
H  3.75144  1.59301  5.82393
H  -4.83728  2.54946  3.12025
H  -1.57351  -4.20336  -3.76900
H  -7.02218  3.50485  -2.72173
H  -7.71828  3.91899  -1.23860
C  -1.99149  -2.90429  -2.12126
C  1.28574  5.20256  0.53492
H  1.40119  -4.46808  6.63780
C  -4.99708  5.04787  1.94302
H  5.17851  6.64532  1.87738
C  -2.43383  4.14191  8.32571
C  1.71233  -1.45031  -4.28636
H  -5.29656  2.51223  -5.82189
H  7.77527  0.44380  -0.02447
H  3.10303  -4.89404  3.10644
H  -0.22832  3.77065  -15.27297
C  -1.90808  2.82531  -10.99666
H  -6.03086  -2.39831  6.28145
C  -5.22854  1.60252  3.49216
H  0.02810  0.30351  6.77372
C  -7.64616  -0.09084  0.33640
O  -3.69579  -2.73525  3.26133
H  7.63265  3.54753  -3.39142
H  7.47323  -2.94130  -1.51288
H  -0.23168  0.33256  2.09777
O  3.23715  -2.95193  -0.36557
C  0.30990  1.22511  6.26448
H  1.01834  2.78543  -14.58692
H  12.52461  -7.46227  -6.57925
O  -1.42006  -3.66717  7.27878
H  -0.01455  -7.64363  5.40381
C  7.39401  1.45307  -2.69163
N  -3.49524  4.78794  7.79865
O  6.97229  -0.15731  -4.51877
H  1.79900  -0.36812  -6.82440
C  7.72158  -1.99562  -1.99467
C  -6.66991  1.74044  3.90984
H  1.78491  -5.60560  5.25451
H  -1.87841  0.80896  -11.85631
N  6.79860  0.10206  -3.12262
H  -3.91905  5.85909  5.88914
H  -1.55558  4.80514  -10.40228
N  -0.76333  0.34972  -0.04007
H  3.29477  -4.16601  4.69804
C  -3.38775  -2.81122  0.84091
C  1.55052  3.72788  0.01089
C  0.46925  5.78212  5.60864
C  9.89771  -8.77505  -5.04268
C  3.29179  -3.95599  3.62847
H  -3.66653  -4.13387  5.49856
H  8.33540  -2.21883  -2.86731
H  -1.11543  2.72633  -2.92008
C  -5.11597  5.63089  3.35219
C  -0.91660  2.09802  -13.16647
H  -8.27768  -1.99793  -0.39696
H  7.66195  2.29301  -4.65950
C  -1.36173  4.31571  7.41896
H  -8.31416  0.61077  4.76390
C  1.18900  -2.42546  -3.52084
C  -6.39849  -1.51243  -2.15376
H  6.58256  -1.49763  2.87357
H  -1.50538  6.59474  5.02989
H  0.91106  6.38949  4.81870
H  -2.63689  -5.95023  8.68199
H  2.66050  1.92471  0.49041
C  -4.79501  4.87391  8.47725
C  -2.87065  0.85347  4.05915
O  -6.05281  6.49504  -3.45471
H  9.41111  0.94254  -3.54663
H  1.40072  6.10639  -1.48610
H  -3.15363  2.07609  1.40704
H  -5.74099  0.89074  -6.61832
C  -7.66032  3.08856  -1.94225
H  8.24218  -8.58464  -1.33605
N  2.62086  5.84842  0.94050
C  -4.06545  -2.29127  2.14012
C  5.21705  -5.86857  0.56180
C  -0.47136  -1.73407  -4.79447
C  -6.75374  0.39913  6.97313
H  0.21824  6.87054  -0.35573
C  0.90141  -0.16470  -6.24040
C  8.96498  1.25782  -2.60342
H  4.39997  3.06566  1.73120
H  8.46580  -1.50804  -1.36498
H  -4.79829  4.01698  9.15086
C  3.63522  5.08444  1.80177
O  2.73997  -4.70702  -1.42590
H  -3.44533  4.49451  -9.39083
C  -0.30448  -3.48043  4.68124
C  6.82276  -7.30760  -0.44218
H  10.10274  -9.78767  -5.35727
H  4.51105  -3.08195  2.09666
H  4.27396  -6.37521  0.35685
H  2.08161  2.80043  -5.55443
C  -4.96948  1.60377  -6.32768
H  -2.79414  -7.91037  5.71025
H  0.63494  4.90355  2.73208
O  -4.15132  6.43550  3.60082
C  -8.76460  -1.44326  -3.12199
C  4.10030  0.63929  6.21993
H  -1.31852  -5.58885  3.48890
C  -2.56834  1.28319  -9.12323
H  -2.20281  0.64311  4.89452
O  2.67177  7.25181  0.91518
H  -3.63162  4.94837  -2.00751
O  1.22046  0.00128  4.46752
H  -8.34936  -1.58650  -4.11957
H  4.27410  3.70730  0.21817
C  -0.99971  -3.63861  -3.03422
H  0.99331  4.82744  5.65367
O  3.61049  1.13167  -3.06115
N  6.06502  -6.20106  -0.56773
C  7.17316  2.62381  -3.74312
H  5.60220  -2.40662  -3.86853
H  -2.38373  -2.41953  0.67768
C  10.82321  -6.62640  -4.83962
H  -3.59685  1.93230  6.38145
H  6.13204  2.80107  -4.01281
C  -3.27329  0.95758  -7.96626
H  -9.11957  -2.39377  -2.72368
C  -3.98969  5.91713  -2.35594
H  0.22058  -6.05190  3.56697
C  -2.37818  2.04880  0.64152
H  -2.69906  -0.13954  0.53080
H  -2.70797  0.54451  -0.95044
H  -2.66913  -2.29705  -2.72141
H  7.10060  -4.99649  -3.50978
H  -3.15496  0.04981  -7.39326
H  0.94781  4.68828  -14.33609
C  7.75613  -6.90015  -2.64276
H  -2.37760  1.71763  3.61393
H  -5.14700  1.81474  -2.34533
C  3.23433  5.05483  3.27705
H  8.16151  -9.29011  -3.93408
N  4.79750  -1.97842  3.74339
C  1.12787  -4.06341  0.27053
H  -0.32811  4.01350  7.50076
H  1.71489  -3.06379  -2.82631
H  -1.20181  -8.05546  4.21606
C  3.70542  3.66961  1.14731
H  -6.53571  -2.59367  -2.16811
H  0.78726  -3.13134  0.72147
H  -0.48250  0.15400  -2.11602
H  1.96447  3.62500  -0.99219
O  -4.01094  -0.63870  6.25452
H  2.33201  0.14934  2.33320
H  -6.64625  -0.47929  0.52975
C  1.06308  -5.29119  6.00830
H  5.76375  -1.29783  -0.19572
H  -8.67511  1.70066  -0.03012
C  -0.62236  -5.94267  4.24934
C  -7.62919  1.39386  -0.03674
H  -7.81022  0.16787  7.10895
H  4.09607  4.72581  3.85780
H  -8.67785  2.97925  -2.31746
H  -0.54112  4.52853  1.43975
C  0.06265  0.13263  1.07807
H  11.78602  -9.10584  -6.65871
H  -2.69904  2.60133  -0.24158
C  2.38338  2.88170  0.93255
C  -2.06657  -7.16608  6.03393
H  5.74101  -6.16600  1.47016
C  -4.31883  1.17762  4.59040
C  -4.22133  3.15546  -8.06096
H  9.70690  -5.35498  -3.45434
H  -2.80439  0.04089  3.33567
H  -7.15654  1.96227  0.76426
H  -0.32940  -4.22749  -2.40812
H  2.59551  3.67454  -4.11894
C  5.35098  -1.95473  -2.90895
N  0.68114  -0.99929  -5.07751
H  -4.99283  2.81388  5.87112
H  -3.69254  -4.81041  8.08815
H  -5.82648  -1.23524  -1.26827
H  5.80673  5.06025  2.14828
H  -6.82446  2.52646  4.64903
C  7.64593  -7.69486  -1.47452
C  5.08066  5.61036  1.54970
H  5.52076  5.59973  0.55255
O  -5.99064  5.22647  4.11555
H  -1.94461  0.51125  -9.54922
C  -7.75504  -0.77989  -2.14505
H  0.82480  0.86815  -5.90062
C  -0.60555  4.37043  -12.33727
H  6.32399  1.04339  0.64144
H  -5.09103  5.77826  1.13940
C  12.09414  -8.28602  -6.00983
C  4.01801  -1.35614  4.71841
H  -5.20170  0.94949  2.61985
H  6.73811  -7.85941  0.48235
H  -2.75247  2.74007  -2.48207
H  0.60981  3.18249  -0.06473
C  3.54701  1.62914  -4.26227
H  1.25610  -4.69825  1.14724
C  6.48445  -1.10991  -2.24473
N  -1.31799  -4.85499  6.48304
H  -7.72027  -2.00258  5.83673
C  2.44829  -3.88037  -0.55226
H  -3.30857  -3.89833  0.84616
H  9.23126  0.44499  -1.92776
H  5.46457  -3.89571  3.36524
H  0.57349  6.15887  6.62613
C  -2.18846  0.66417  0.00030
C  6.72181  1.82756  -1.32772
N  -0.38169  3.37599  -13.26993
H  12.88395  -8.66278  -5.35995
H  4.48090  -1.32623  -3.09873
N  -4.88583  -0.01232  5.36470
H  -7.36094  -0.25827  3.72948
C  -2.66959  2.48885  -9.79910
O  -7.35300  0.94000  -3.96139
H  -1.36674  -2.21310  -1.55554
N  1.34727  -0.17475  0.64295
H  -0.67914  1.37870  -13.93627
H  4.95562  0.74381  6.88746

Values from the calculation:
* highest occupied orbital energy: -13.76 eV
* maximum force: 9.7 eV Å⁻¹
* LUMO level: -12.374 eV
* net charge: +6

These are the Mulliken partial charges, in e, on atoms 1 to 99:
1. H 0.39
2. H 0.09
3. H -0.22
4. C -1.34
5. H 0.43
6. H 0.33
7. O -0.70
8. H 0.36
9. C -0.35
10. H 0.53
11. C -0.65
12. H 0.90
13. H 0.34
14. O -0.79
15. H -0.21
16. H 0.52
17. C -0.84
18. N 0.34
19. H 0.30
20. H 0.39
21. C -0.63
22. C -0.33
23. C -1.64
24. H 0.50
25. H 0.35
26. C -0.17
27. C -1.30
28. H 0.47
29. H 0.37
30. H 0.60
31. H 0.27
32. H 0.02
33. C -0.75
34. H 0.25
35. H 0.32
36. C 1.34
37. H -0.47
38. H 0.53
39. H 0.29
40. H 0.39
41. H 0.54
42. H 0.58
43. C -1.59
44. H -0.04
45. C 0.73
46. C -0.80
47. H -0.42
48. C 1.08
49. H -0.05
50. H 0.43
51. H -0.30
52. N 0.46
53. C -1.57
54. C -1.49
55. H 0.04
56. H 0.39
57. C 0.58
58. H 0.35
59. H 0.31
60. H 0.17
61. H -0.05
62. C 1.93
63. H 0.46
64. H 0.10
65. O -0.56
66. C -0.36
67. O -0.46
68. H 0.51
69. C 0.50
70. N 0.70
71. H 0.26
72. H 0.57
73. C -0.53
74. H -0.88
75. C 2.47
76. C -0.88
77. C -0.04
78. O 0.25
79. H 0.40
80. H 0.66
81. N 0.39
82. C -2.53
83. C -0.32
84. N 0.50
85. H -0.46
86. C -1.73
87. H 0.68
88. H 0.65
89. C 0.02
90. H -0.25
91. H -0.30
92. C -1.26
93. C -1.03
94. H 0.64
95. C -0.75
96. H 0.40
97. C -1.65
98. C -0.56
99. H 0.04

---

[2]
# C10H10AgN2O6

C10H10AgN2O6 as an isolated structure in a non-equilibrium geometry (ωB97M-V/def2-TZVPD, the OMol25 dataset).

Geometry (Å):
H  -3.53872  -2.78129  -1.25674
H  4.08508  1.80421  -0.02314
H  3.48328  -0.53439  0.32876
N  3.65758  4.39381  -0.00624
C  2.67208  3.40091  -0.00074
O  1.85408  -1.24519  -0.61844
C  3.03408  2.05741  -0.00634
C  -2.92562  -3.66799  0.58796
H  -3.63602  -4.48469  0.70446
H  -2.98772  -0.59929  -0.69784
Ag  -0.21002  -1.73849  0.08656
C  0.66428  1.39251  -0.02494
H  -0.69112  3.05661  0.00716
C  -1.69692  -4.18859  -0.22704
H  1.06098  4.80981  -0.02644
O  -1.92932  -4.87539  -1.21244
O  -0.55952  -3.84519  0.20986
C  -3.55322  -2.52149  -0.19624
C  1.31008  3.75841  -0.00894
H  -4.60092  -2.36559  0.10796
H  -2.60282  -3.31469  1.56896
C  2.49158  -0.32049  -0.12164
N  -2.75932  -1.30989  -0.01284
C  0.35458  2.79441  0.00776
O  -0.25812  0.54261  0.00096
O  3.30498  5.57161  -0.02054
O  4.84108  4.06211  0.00346
C  2.07608  1.06021  -0.05724
H  -2.94042  -0.91189  0.90396

Values from the calculation:
* highest occupied orbital energy: -5.03 eV
* maximum force: 1.3 eV Å⁻¹
* LUMO level: 2.381 eV
* net charge: -1

Per-atom Mulliken charges, elementary charge units:
1. H 0.34
2. H 0.49
3. H 0.32
4. N 0.96
5. C -0.17
6. O -0.59
7. C -0.40
8. C -0.49
9. H 0.35
10. H 0.18
11. Ag 0.52
12. C 0.43
13. H 0.40
14. C 0.62
15. H 0.45
16. O -0.67
17. O -0.84
18. C -0.63
19. C -0.42
20. H 0.31
21. H 0.25
22. C -0.24
23. N -0.33
24. C -0.64
25. O -0.47
26. O -0.66
27. O -0.67
28. C 0.44
29. H 0.19